Entry 1:
This record from the Open Molecules 2025 dataset describes C37H38CdO3P3S4 as an isolated structure. The level of theory is ωB97M-V/def2-TZVPD.

Results
2S+1 = 2
Energy above the lowest of the compared OMol25 structures with the same formula, charge and spin = 0.224 eV
Kohn-Sham gap (alpha / beta) = 4.23 / 6.55 eV
Charge = -2
⟨S²⟩ = 0.775
Total energy = -4443.2202 hartree

```
86
Properties=species:S:1:pos:R:3:mulliken_charge:R:1
Cd -0.525 1.228 -0.331 1.566
S 0.365 -1.525 2.020 -0.410
P 0.316 -1.614 0.042 1.726
C 0.841 -0.317 -0.987 -1.299
P 2.435 0.307 -0.901 1.334
S 2.541 2.302 -0.846 -0.537
C 3.462 -0.351 0.482 0.212
C 3.210 0.123 1.771 -0.298
C 3.944 -0.337 2.852 -0.666
C 4.950 -1.281 2.663 -0.409
C 5.208 -1.763 1.390 -0.653
C 4.462 -1.302 0.305 -0.238
C 3.406 -0.301 -2.356 -0.535
C 2.940 -1.355 -3.129 0.133
C 3.675 -1.818 -4.220 -0.686
C 4.878 -1.215 -4.556 -0.372
C 5.345 -0.144 -3.797 -0.695
C 4.613 0.306 -2.706 -0.175
C -1.419 -1.929 -0.511 0.483
C -1.851 -1.599 -1.792 -0.204
C -3.137 -1.935 -2.212 -0.777
C -4.000 -2.594 -1.351 -0.598
C -3.584 -2.905 -0.063 -0.455
C -2.299 -2.574 0.353 -1.034
C 1.127 -3.218 -0.463 0.165
C 0.760 -3.894 -1.626 -0.214
C 1.383 -5.083 -1.994 -0.643
C 2.399 -5.608 -1.206 -0.471
C 2.778 -4.941 -0.049 -0.736
C 2.136 -3.762 0.324 -0.550
H 2.429 0.856 1.918 0.358
H 3.722 0.031 3.847 0.384
H 5.522 -1.644 3.510 0.350
H 5.984 -2.504 1.234 0.377
H 4.660 -1.701 -0.681 0.322
H 1.990 -1.806 -2.868 0.240
H 3.302 -2.652 -4.805 0.402
H 5.448 -1.568 -5.408 0.353
H 6.279 0.340 -4.059 0.365
H 4.964 1.143 -2.115 0.316
H -1.167 -1.082 -2.453 0.545
H -3.464 -1.668 -3.211 0.369
H -5.005 -2.845 -1.674 0.317
H -4.264 -3.386 0.630 0.375
H -1.972 -2.788 1.364 0.287
H -0.028 -3.491 -2.252 0.354
H 1.068 -5.601 -2.893 0.384
H 2.885 -6.535 -1.489 0.358
H 3.569 -5.341 0.575 0.389
H 2.406 -3.252 1.243 0.387
C -1.305 6.284 -3.311 -1.069
C -0.795 6.298 -1.888 -0.238
O -1.875 6.067 -0.974 -0.445
P -1.960 4.685 -0.131 0.815
S -3.527 4.705 0.997 -0.532
S -1.718 3.206 -1.502 -0.697
O -0.585 4.826 0.675 -0.404
C -0.244 3.967 1.781 0.640
C -0.536 4.649 3.101 -1.420
H -0.498 6.544 -4.002 0.359
H -2.119 7.004 -3.430 0.277
H -1.678 5.291 -3.564 0.215
H -0.386 7.278 -1.637 0.361
H -0.010 5.554 -1.747 0.272
H 0.817 3.741 1.670 0.174
H -0.812 3.036 1.742 -0.396
H -0.024 5.615 3.155 0.343
H -0.189 4.015 3.922 0.409
H -1.607 4.811 3.210 0.261
C -4.106 0.784 0.097 -1.244
C -3.225 0.617 1.303 0.204
O -1.990 1.040 1.268 -0.865
C -3.733 0.021 2.474 1.038
C -5.110 -0.336 2.625 -0.509
C -5.566 -0.964 3.770 -0.581
C -4.701 -1.274 4.825 -0.550
C -3.348 -0.901 4.707 -0.491
C -2.873 -0.268 3.582 -0.437
H -3.509 1.084 -0.761 0.016
H -4.849 1.575 0.260 0.439
H -4.637 -0.144 -0.140 0.378
H -5.815 -0.093 1.839 0.262
H -6.620 -1.214 3.851 0.350
H -5.062 -1.790 5.707 0.360
H -2.661 -1.122 5.518 0.345
H -1.829 0.002 3.490 0.159
```



Entry 2:
This record from the Open Molecules 2025 dataset describes a 2-piece molecular cluster, C4H9NO overall. The level of theory is ωB97M-V/def2-TZVPD.

Results
Energy above the lowest of the compared OMol25 structures with the same formula, charge and spin = 1.860 eV
Kohn-Sham gap = 10.18 eV
Charge = 0
SMILES = [H]/N=C\C.CC=O
Total energy = -287.7641 hartree

```
15
Properties=species:S:1:pos:R:3:mulliken_charge:R:1
H -0.788 -1.557 0.638 0.207
N -0.181 -0.837 0.249 -0.499
C 0.567 -0.274 1.103 0.170
C 0.555 -0.470 2.581 -1.033
H 1.247 0.494 0.714 0.339
H 1.562 -0.623 2.981 0.290
H -0.097 -1.298 2.873 0.304
H 0.169 0.461 3.011 0.260
C -0.994 0.497 -2.300 -0.952
C 0.403 0.413 -1.712 0.246
O 0.957 1.396 -1.261 -0.568
H -1.646 -0.331 -2.007 0.287
H -0.945 0.525 -3.394 0.317
H -1.436 1.439 -1.965 0.262
H 0.945 -0.551 -1.738 0.370
```



Entry 3:
This record from the Open Molecules 2025 dataset describes C24H25GaGeN4O3S4 as an isolated structure in a non-equilibrium geometry. The level of theory is ωB97M-V/def2-TZVPD.

Results
Energy above the lowest of the compared OMol25 structures with the same formula, charge and spin = 0.223 eV
Kohn-Sham gap = 7.63 eV
Charge = 0
Total energy = -6968.8374 hartree

```
62
Properties=species:S:1:pos:R:3:mulliken_charge:R:1
Ga 1.899 -1.246 -0.274 0.225
S -0.315 -0.119 -0.172 -0.384
C 0.320 1.269 0.748 0.225
C -0.448 2.420 0.714 -0.643
C -0.043 3.584 1.356 0.333
C -0.882 4.719 1.324 -0.236
N -1.596 5.615 1.287 -0.494
C 1.194 3.586 2.028 0.567
C 1.963 2.433 2.058 -0.727
C 1.551 1.259 1.424 0.658
S 2.618 -0.124 1.584 -0.317
C 1.677 4.758 2.656 -0.297
N 2.090 5.694 3.170 -0.489
H -1.378 2.413 0.168 0.580
H 2.908 2.436 2.580 0.552
O 4.460 -2.989 -2.848 -0.610
S 4.639 -3.267 -1.462 1.118
O 5.804 -2.786 -0.796 -0.630
N 3.255 -2.768 -0.633 0.206
C 2.592 -3.784 -0.152 0.470
S 1.085 -3.463 0.510 -0.304
C 3.195 -5.092 -0.329 0.196
C 2.727 -6.323 0.113 -0.651
C 3.432 -7.458 -0.264 -0.624
C 4.573 -7.360 -1.050 -0.506
C 5.052 -6.122 -1.469 -0.597
C 4.350 -5.003 -1.098 0.014
H 1.842 -6.382 0.731 0.449
H 3.078 -8.430 0.047 0.403
H 5.099 -8.254 -1.350 0.401
H 5.942 -6.035 -2.070 0.463
C -3.536 -1.527 4.060 -0.746
C -4.556 -0.510 3.568 -0.472
C -4.435 -0.197 2.079 -0.728
C -3.060 0.307 1.650 -0.774
Ge -1.693 -1.141 1.390 0.131
C -2.301 -2.744 0.345 -0.935
C -2.260 -4.072 1.100 -0.747
C -2.131 -5.258 0.145 -0.359
C -3.286 -5.360 -0.844 -1.336
H -3.831 -1.923 5.028 0.448
H -2.553 -1.071 4.172 0.166
H -3.444 -2.359 3.359 0.012
H -4.446 0.413 4.140 0.327
H -5.563 -0.887 3.753 0.362
H -5.180 0.563 1.833 0.394
H -4.674 -1.096 1.502 0.219
H -2.701 1.075 2.335 0.417
H -3.150 0.761 0.660 0.446
H -0.789 -1.471 2.576 0.029
H -1.623 -2.805 -0.510 0.694
H -3.302 -2.547 -0.042 0.502
H -3.161 -4.189 1.706 0.456
H -1.399 -4.082 1.773 0.497
H -2.086 -6.179 0.731 0.417
H -1.191 -5.161 -0.401 0.137
H -4.232 -5.426 -0.311 0.318
H -3.171 -6.251 -1.456 0.408
H -3.317 -4.502 -1.510 0.310
O 3.237 0.486 -3.779 -0.514
C 2.743 0.047 -2.831 0.799
N 2.155 -0.333 -1.864 -0.229
```



Entry 4:
This record from the Open Molecules 2025 dataset describes a 7-piece molecular cluster, C9H15Cl12FO3 overall in a non-equilibrium geometry. The level of theory is ωB97M-V/def2-TZVPD.

Results
Energy above the lowest of the compared OMol25 structures with the same formula, charge and spin = 0.000 eV
Kohn-Sham gap = 10.85 eV
Charge = 0
SMILES = O=C1OC[C@@H](F)O1.ClCCl.ClCCl.ClCCl.ClCCl.ClCCl.ClCCl
Total energy = -6199.7967 hartree

```
40
Properties=species:S:1:pos:R:3:mulliken_charge:R:1
O 0.473 1.631 2.214 -0.466
C 0.387 0.649 2.923 0.465
O 0.002 0.715 4.209 -0.359
C 0.165 -0.570 4.812 -0.416
C 0.310 -1.460 3.584 0.268
F -0.878 -1.915 3.195 -0.271
O 0.848 -0.559 2.652 -0.048
H 1.065 -0.637 5.424 0.285
H -0.759 -0.734 5.366 0.303
H 1.037 -2.262 3.709 0.281
Cl -0.809 1.101 -2.190 -0.143
C -0.499 0.244 -0.635 0.343
Cl -1.983 0.180 0.418 -0.185
H -0.260 -0.813 -0.752 -0.051
H 0.320 0.740 -0.114 -0.026
Cl -0.309 -4.754 1.982 -0.152
C -0.149 -4.476 0.235 0.199
Cl 1.093 -5.633 -0.372 -0.166
H -1.139 -4.660 -0.182 0.298
H 0.179 -3.471 -0.029 -0.171
Cl 2.295 -1.193 -0.007 0.010
C 3.802 -0.374 -0.271 -0.496
Cl 4.089 1.025 0.824 -0.145
H 4.584 -1.096 -0.035 0.314
H 3.870 -0.061 -1.313 0.307
Cl -5.820 0.419 -1.912 -0.158
C -4.753 -0.895 -1.501 0.242
Cl -5.135 -2.281 -2.507 -0.173
H -3.729 -0.542 -1.618 -0.132
H -4.931 -1.207 -0.472 0.223
Cl -0.592 2.358 -5.979 -0.144
C 0.703 1.636 -5.100 -0.045
Cl 2.050 1.259 -6.133 -0.181
H 1.089 2.321 -4.345 0.185
H 0.421 0.698 -4.623 0.201
Cl 1.637 6.178 -0.667 -0.166
C 0.434 4.963 -0.221 -0.318
Cl 1.017 3.393 -0.789 -0.076
H 0.427 4.951 0.869 0.240
H -0.554 5.134 -0.649 0.322
```



Entry 5:
This record from the Open Molecules 2025 dataset describes C47H51BN6OP2RuS2Si as an isolated structure in a non-equilibrium geometry. The level of theory is ωB97M-V/def2-TZVPD.

Results
2S+1 = 2
Energy above the lowest of the compared OMol25 structures with the same formula, charge and spin = 0.580 eV
Kohn-Sham gap (alpha / beta) = 6.75 / 6.16 eV
Charge = +1
⟨S²⟩ = 0.776
Total energy = -4113.6389 hartree

```
112
Properties=species:S:1:pos:R:3:mulliken_charge:R:1
Ru 0.420 0.410 0.524 1.801
C 0.420 3.599 -0.103 -0.718
Si -1.325 2.965 -0.055 0.644
C -2.066 3.319 -1.734 -1.144
C -2.153 3.856 1.357 -1.239
N -1.358 1.204 0.257 0.927
C -2.577 0.481 0.247 0.777
C -3.764 1.216 0.043 -0.879
C -5.027 0.655 0.008 -1.458
C -5.176 -0.702 0.204 -1.271
C -4.045 -1.468 0.434 -0.134
C -2.773 -0.913 0.441 -0.343
O -1.676 -1.722 0.685 1.669
C -1.897 -3.040 1.062 -0.167
C -1.807 -3.377 2.399 -0.496
C -2.043 -4.692 2.788 -0.729
C -2.363 -5.659 1.845 -0.888
C -2.416 -5.313 0.499 -0.937
C -2.189 -4.001 0.107 0.024
H 0.371 4.696 -0.126 0.605
H 0.984 3.288 -0.986 0.011
H 0.979 3.324 0.789 -0.071
H -1.577 4.190 -2.180 0.445
H -3.139 3.522 -1.704 0.412
H -1.920 2.464 -2.395 0.268
H -2.583 4.809 1.027 0.582
H -1.405 4.074 2.121 0.172
H -2.950 3.268 1.818 0.258
H -3.675 2.282 -0.095 0.246
H -5.891 1.283 -0.170 0.442
H -6.152 -1.172 0.173 0.439
H -4.160 -2.530 0.602 0.432
H -1.535 -2.618 3.122 0.365
H -1.982 -4.956 3.837 0.482
H -2.562 -6.677 2.153 0.418
H -2.640 -6.061 -0.251 0.494
H -2.226 -3.727 -0.941 0.523
C 4.466 -0.488 3.286 -0.726
N 3.456 0.350 3.921 0.329
C 3.248 0.463 5.281 -0.744
C 2.276 1.383 5.445 -0.471
N 1.897 1.836 4.199 0.484
B 0.863 2.975 3.950 0.044
N -0.581 2.350 4.043 0.108
C -1.636 3.033 4.599 -0.663
C -2.735 2.253 4.510 -0.546
N -2.343 1.091 3.889 0.300
C -3.214 -0.057 3.669 -0.225
C -1.023 1.168 3.591 -0.299
S -0.100 -0.142 2.886 -0.467
C 2.621 1.196 3.281 -1.112
S 2.557 1.387 1.564 0.278
H 4.751 -1.277 3.977 0.377
H 5.343 0.102 3.023 0.287
H 4.063 -0.916 2.375 0.194
H 3.802 -0.119 5.997 0.486
H 1.819 1.759 6.345 0.529
H 0.967 3.783 4.842 -0.202
H 1.016 3.441 2.855 -0.034
H -1.511 4.014 5.026 0.534
H -3.746 2.415 4.842 0.510
H -4.245 0.261 3.804 0.296
H -2.985 -0.851 4.378 0.318
H -3.091 -0.432 2.663 0.236
N 0.913 0.368 -2.573 0.316
P -0.276 -0.647 -1.800 0.059
C 0.342 -2.280 -2.291 0.954
C 0.476 -2.584 -3.648 -1.146
C 1.026 -3.794 -4.032 -0.651
C 1.426 -4.716 -3.066 -0.786
C 1.279 -4.422 -1.718 -0.914
C 0.743 -3.198 -1.332 -0.444
C -1.678 -0.399 -2.929 1.199
C -1.690 0.552 -3.945 -0.983
C -2.808 0.698 -4.758 -0.683
C -3.921 -0.105 -4.566 -0.813
C -3.916 -1.060 -3.556 -0.503
C -2.807 -1.197 -2.739 -0.152
P 2.055 0.725 -1.331 -0.624
C 3.017 2.024 -2.132 0.825
C 2.938 2.237 -3.508 -0.348
C 3.663 3.274 -4.082 -0.766
C 4.456 4.095 -3.292 -0.558
C 4.539 3.880 -1.922 -0.785
C 3.817 2.851 -1.338 -0.482
C 3.166 -0.717 -1.314 1.161
C 4.026 -0.959 -2.385 -0.673
C 4.929 -2.008 -2.332 -0.842
C 5.002 -2.808 -1.199 -0.669
C 4.148 -2.580 -0.130 -0.748
C 3.235 -1.536 -0.189 -0.627
H 0.458 1.253 -2.798 0.468
H 0.151 -1.872 -4.398 0.439
H 1.140 -4.026 -5.084 0.440
H 1.855 -5.662 -3.369 0.436
H 1.578 -5.144 -0.969 0.519
H 0.641 -2.959 -0.280 0.281
H -0.832 1.179 -4.151 0.667
H -2.800 1.441 -5.545 0.478
H -4.792 0.015 -5.199 0.401
H -4.776 -1.701 -3.405 0.497
H -2.829 -1.931 -1.944 -0.091
H 2.329 1.593 -4.128 0.510
H 3.604 3.439 -5.150 0.425
H 5.007 4.910 -3.746 0.410
H 5.161 4.519 -1.308 0.456
H 3.863 2.689 -0.269 0.157
H 3.992 -0.323 -3.263 0.473
H 5.590 -2.194 -3.170 0.448
H 5.733 -3.606 -1.147 0.433
H 4.197 -3.213 0.748 0.501
H 2.574 -1.357 0.642 0.556
```



Entry 6:
This record from the Open Molecules 2025 dataset describes C4H6O2 as an isolated structure. The level of theory is ωB97M-V/def2-TZVPD.

Results
Energy above the lowest of the compared OMol25 structures with the same formula, charge and spin = 1.912 eV
Kohn-Sham gap = 10.62 eV
Charge = 0
Total energy = -306.4360 hartree

```
12
Properties=species:S:1:pos:R:3:mulliken_charge:R:1
O 0.273 2.522 -0.470 -0.468
C -0.527 1.767 0.028 -0.167
C -0.572 0.290 -0.285 0.304
C 0.764 -0.429 -0.486 -0.545
C 0.232 -1.365 0.609 -0.285
O -0.889 -0.497 0.871 -0.427
H -1.296 2.116 0.748 0.334
H -1.303 0.127 -1.094 0.276
H 1.618 0.183 -0.188 0.209
H 0.948 -0.865 -1.469 0.292
H 0.856 -1.509 1.497 0.256
H -0.106 -2.341 0.239 0.220
```



Question: Which of these has the highest charge?
Answer: C47H51BN6OP2RuS2Si



Question: Among the records above, which one has the lowest energy above the lowest of the compared OMol25 structures with the same formula, charge and spin?
Answer: C9H15Cl12FO3



Question: The lowest energy above the lowest of the compared OMol25 structures with the same formula, charge and spin belongs to which entry?
Answer: C9H15Cl12FO3



Question: Which value of energy above the lowest of the compared OMol25 structures with the same formula, charge and spin does entry 2 give?
Answer: 1.860 eV